Below is the molecule C21H27FN4O2S at a distorted geometry, with properties calculated with ωB97M-V/def2-TZVPD.

Structure (XYZ):
```
56
Properties=species:S:1:pos:R:3:forces:R:3:mulliken_charge:R:1
C 2.548 -1.299 -0.097 0.302 -1.543 0.085 -0.771
H 1.667 4.583 -1.898 -0.143 0.083 0.001 0.297
H 2.164 1.832 0.560 -0.071 -0.022 0.046 0.346
C -2.659 -3.420 0.233 0.129 0.027 -0.081 -0.713
H -2.530 -0.728 0.092 0.134 0.124 -0.087 0.158
C -1.337 -0.907 -1.529 -0.063 0.657 -0.078 -0.133
N 3.539 -0.409 0.117 -0.563 1.029 -0.016 0.316
C -0.628 0.434 -1.160 -0.126 -0.489 -0.037 0.105
C 3.002 -2.600 -0.024 0.301 0.259 0.011 -0.160
C -0.970 0.937 1.301 -0.038 0.061 -0.161 0.684
H -2.897 -2.319 2.087 0.016 -0.014 0.081 0.214
H 3.909 2.722 -0.980 0.013 -0.031 0.003 0.364
H -2.866 -2.874 -1.885 -0.050 0.040 0.117 0.671
H 2.690 0.688 -1.595 -0.174 0.123 -0.134 0.468
S 4.670 -2.571 0.291 -1.085 -0.009 -0.216 0.099
H -3.779 -3.837 2.052 0.048 0.030 0.091 0.454
C -3.094 -2.480 -0.893 -0.044 -0.236 -0.318 -0.408
C -4.590 -2.300 -0.638 0.057 0.011 -0.053 -0.947
H -3.648 3.579 0.449 -0.079 0.086 0.005 0.451
H 0.947 2.813 -0.266 -0.044 0.054 0.064 0.405
C 2.616 4.070 -2.041 0.189 -0.210 0.126 -1.484
O 0.270 -1.747 0.141 0.174 -0.123 0.145 -0.509
C -2.561 2.571 1.988 0.024 -0.063 -0.118 0.451
H -4.717 -1.197 1.224 -0.059 0.030 0.044 0.226
C -3.485 -2.979 1.449 0.025 -0.080 0.078 -0.693
H -5.645 -2.688 1.226 -0.046 0.096 0.049 0.413
C 2.989 3.283 -0.786 -0.269 0.122 0.141 0.676
C -2.251 2.141 -0.331 0.185 -0.179 0.115 -0.414
C 1.722 1.156 -1.415 0.365 0.464 0.074 -1.577
H 3.546 3.693 1.264 0.026 -0.019 0.150 0.391
C -2.898 2.838 0.673 -0.069 0.081 0.261 -0.912
C 3.242 4.241 0.376 0.091 -0.220 -0.197 -1.663
H 4.030 4.947 0.124 0.082 0.124 0.018 0.458
C -1.282 1.187 -0.033 -0.041 0.252 0.063 -0.585
F -3.185 3.248 2.974 0.061 -0.055 -0.086 -0.356
H -0.232 0.192 1.551 0.084 -0.079 0.030 0.506
H -5.121 -3.169 -1.026 -0.032 -0.043 -0.034 0.399
N 4.668 -0.911 0.329 1.672 0.157 0.360 -0.899
C -4.714 -2.235 0.889 -0.138 0.007 0.029 -0.692
H -1.588 -3.343 0.407 0.032 -0.108 -0.038 0.264
H 1.347 1.547 -2.364 0.030 -0.099 0.018 0.463
C -1.605 1.629 2.317 -0.174 0.163 0.086 -1.082
H -2.503 2.340 -1.362 -0.026 0.027 -0.131 0.500
N 0.785 0.159 -0.945 -0.292 -0.092 -0.135 0.460
C 1.895 2.285 -0.395 0.321 -0.030 -0.300 -0.336
H -1.368 1.444 3.353 0.008 0.000 0.118 0.475
H -0.697 1.037 -2.073 0.016 -0.124 0.138 0.581
H 2.437 -3.500 -0.147 -0.249 -0.183 -0.020 0.445
N -2.414 -1.205 -0.789 -0.487 -0.014 0.249 0.127
O -0.971 -1.519 -2.508 0.176 -0.225 -0.249 -0.743
H 3.377 4.816 -2.255 0.053 0.103 -0.085 0.449
H -2.898 -4.447 -0.044 -0.016 -0.065 -0.030 0.392
H -4.983 -1.410 -1.127 -0.035 -0.023 -0.096 0.364
C 1.113 -0.971 -0.293 -0.032 0.091 0.024 1.317
H 2.340 4.803 0.609 -0.120 0.094 0.049 0.332
H 2.533 3.419 -2.907 -0.050 -0.014 -0.169 0.353
```
Positions in Å, forces in eV/Å.

Calculated total energy   -45823.8472 eV
E_LUMO   0.09 eV
SMILES string   CC(C)CCN(C(=O)c1csnn1)[C@@H](C(=O)NC1CCCC1)c1ccc(F)cc1
HOMO-LUMO gap   9.14 eV
HOMO   -9.05 eV